[1]
Molecular formula: C18H33N4O2PRuSi
Method: DFT, wB97M-V/def2-TZVPD

Properties
Kohn-Sham gap (spin up / spin down)	0.2263 / 0.2642	Ha
molecular weight	497.6	g/mol
2S+1	5
E_LUMO (spin up / spin down)	0.586 / 0.190	eV
expectation value of S²	6.056
E	-1800.75479	Ha
HOMO (spin up / spin down)	-0.20475 / -0.25716	Eh

XYZ file:
```
60
Properties=species:S:1:pos:R:3:forces:R:3:lowdin_spin:R:1
Ru -0.42271 -0.49726 -0.39784 3.403 -2.617 -0.351 2.147
Si -1.92715 -1.61723 0.89987 -1.648 -0.833 0.870 0.091
P -1.41587 -0.99451 -2.39621 -0.939 0.114 -0.753 0.144
N -0.65545 1.20489 -0.01898 -0.955 1.526 0.707 0.754
H -0.69184 -0.80831 1.24301 1.850 0.727 -0.314 0.068
C -0.62738 -0.41266 -3.93948 0.181 0.085 -0.410 0.036
H -1.31599 -0.37484 -4.81044 0.280 -0.150 0.558 0.006
H 0.24253 -1.04660 -4.17018 -0.327 0.237 0.095 0.000
H -0.25205 0.60408 -3.74711 -0.112 -0.298 -0.082 0.002
C -1.78854 -2.76980 -2.69886 -0.320 -0.053 -0.346 0.033
H -2.36041 -2.94311 -3.62883 0.205 0.098 0.331 0.005
H -2.36436 -3.16609 -1.85005 0.142 0.146 -0.210 0.001
H -0.84042 -3.32422 -2.75812 -0.254 0.246 0.007 0.002
C -3.02214 -0.07525 -2.42222 0.126 -0.387 -0.197 0.003
H -3.61987 -0.30433 -3.32565 0.219 0.142 0.445 0.000
H -2.76410 0.99824 -2.39144 -0.163 -0.438 0.004 0.000
H -3.57123 -0.34153 -1.50500 0.083 0.195 -0.442 0.000
C -1.51449 -3.40429 1.27670 -0.307 -0.123 -0.009 0.048
H -1.03391 -3.50388 2.23599 0.261 0.077 0.431 0.001
H -0.89938 -3.90127 0.54685 0.311 -0.101 -0.442 0.005
H -2.43412 -3.96275 1.33504 -0.476 -0.356 0.081 0.005
H -2.05910 -0.95455 2.23108 -1.187 -0.312 0.472 0.009
H -3.25029 -1.56309 0.22665 -0.223 -0.068 0.035 -0.007
C -1.23635 2.37067 0.07109 -0.455 0.918 -0.230 0.101
C -1.19726 4.65853 -0.62786 -0.055 -0.096 0.164 -0.003
C -0.54689 3.45324 -0.55218 -0.454 -0.557 0.601 0.113
C -2.55791 2.49806 0.63374 1.165 -0.282 -0.448 0.117
C -3.17295 3.72294 0.52283 0.293 -0.047 0.061 -0.003
C -2.49071 4.78036 -0.09598 -0.207 0.567 -0.063 0.120
H -0.67318 5.48450 -1.09375 -0.321 0.222 0.013 -0.002
H 0.44893 3.19456 -0.92636 -0.359 0.479 0.038 0.006
H -2.98401 1.58745 1.08079 0.016 0.626 -0.196 0.005
H -4.17230 3.84005 0.93259 0.097 0.250 -0.147 -0.002
H -2.98162 5.74131 -0.16187 -0.062 0.067 -0.017 0.008
C 2.54581 -2.33580 -1.73635 -2.272 2.244 0.501 0.029
O 1.82964 -1.46389 -2.25345 1.253 -1.564 -0.163 0.035
C 3.70443 -1.83376 -0.87916 -1.297 -0.160 -0.260 0.003
H 3.82171 -2.56441 -0.10407 0.307 -0.084 0.810 0.001
H 3.39781 -0.83407 -0.52231 0.189 -0.558 0.024 0.000
H 4.62656 -1.74658 -1.39302 0.917 0.025 -0.729 0.000
C 1.92387 -3.72382 -1.52374 0.020 1.224 0.366 0.015
H 1.79920 -4.26676 -2.44050 0.088 -0.302 -0.509 0.001
H 0.89245 -3.49220 -1.13659 0.981 -0.317 -0.092 0.018
H 2.53668 -4.26502 -0.81348 -0.211 -0.429 0.092 0.000
C 2.83312 3.44572 2.11929 0.146 0.848 -0.483 0.000
N 2.36826 2.12060 2.44019 0.063 0.418 0.182 0.002
C 2.17320 1.76096 3.72200 -0.136 -0.920 -0.544 0.003
C 1.77432 0.48863 3.97051 -0.014 -0.006 1.263 0.001
C 1.59191 -0.39829 2.89636 -0.890 -0.143 -2.612 0.009
N 1.67830 -0.02024 1.61026 0.675 0.507 1.352 0.039
C 2.08124 1.27149 1.35964 -0.165 -0.497 -1.732 0.008
O 2.20026 1.69059 0.20643 0.285 -0.031 1.206 0.012
N 1.14392 -1.67408 3.04081 0.479 -0.452 1.717 0.006
H 3.60996 3.39193 1.36005 0.005 -0.075 0.008 0.000
H 3.23545 3.94039 2.99991 -0.019 -0.165 0.144 0.000
H 2.03594 4.07319 1.71034 -0.037 -0.203 0.013 0.000
H 2.37114 2.50905 4.47900 -0.097 -0.110 -0.015 0.000
H 1.55307 0.13687 4.96525 0.142 0.142 0.181 0.000
H 1.19401 -2.11188 3.97703 -0.074 0.418 -1.185 0.000
H 1.23026 -2.27190 2.22783 -0.143 0.187 0.207 0.004
```
Positions in Å, forces in eV/Å.



[2]
Molecular formula: C18H33Si
Method: DFT, wB97M-V/def2-TZVPD

Properties
charge	+1
Kohn-Sham gap	0.1822	Ha
molecular weight	277.5	g/mol
E_LUMO	-5.961	eV
E	-994.81857	Ha
HOMO	-0.40126	Eh

XYZ file:
```
52
Properties=species:S:1:pos:R:3:forces:R:3:mulliken_charge:R:1
C 4.19766 0.88960 1.00692 -0.498 0.267 0.107 -1.508
C 3.16366 1.36646 -0.06802 1.189 -0.612 -0.306 0.625
C 2.06952 2.27766 0.55838 -0.206 -0.215 -0.090 -1.426
Si 2.67382 -0.26010 -0.96536 -4.359 0.775 0.842 -0.195
C 1.76653 -0.12632 -2.67936 1.475 -0.293 -0.099 0.658
C 2.63854 0.86865 -3.50516 -0.558 -0.023 -0.078 -1.570
C 0.26178 0.21501 -2.82498 -0.028 0.056 0.290 -1.412
C 2.16124 -1.83787 0.05662 1.474 -0.079 -0.305 0.797
C 2.32767 -3.05093 -0.90995 -0.339 0.093 0.219 -1.617
C 0.81367 -1.95633 0.81710 -0.106 0.344 -0.091 -1.467
H -2.07222 0.42220 -0.09678 0.850 0.352 -0.141 -0.187
H 4.83427 1.71703 1.33272 -0.080 -0.084 -0.089 0.443
H 3.63301 0.54752 1.89484 0.441 -0.119 -0.392 0.356
H 4.85589 0.08842 0.62899 -0.157 0.213 0.304 0.380
H 3.70039 1.97692 -0.81880 -0.182 -0.265 0.173 0.421
H 2.58626 3.17069 0.95648 -0.189 -0.408 -0.182 0.445
H 1.30550 2.62628 -0.15385 0.347 -0.179 0.135 0.324
H 1.54370 1.79879 1.39860 0.226 0.028 -0.297 0.343
H 1.88130 -1.12959 -3.12493 0.103 0.185 0.167 0.375
H 2.47561 0.70961 -4.57827 0.102 0.014 0.213 0.451
H 2.30494 1.89569 -3.28575 0.391 -0.255 0.012 0.364
H 3.71512 0.76138 -3.30265 -0.230 0.172 -0.146 0.380
H 0.03070 0.13272 -3.90000 0.097 0.016 0.348 0.435
H -0.42004 -0.46172 -2.29300 0.306 0.108 -0.060 0.317
H 0.02439 1.24272 -2.52597 0.154 -0.185 0.053 0.360
H 2.94879 -1.91450 0.82899 -0.161 0.004 -0.221 0.391
H 2.48780 -3.96915 -0.33291 0.029 0.202 -0.084 0.466
H 1.38691 -3.19644 -1.46774 0.496 0.114 -0.053 0.364
H 3.17503 -2.93644 -1.60238 -0.273 -0.157 0.064 0.391
H 0.83740 -2.93165 1.33215 0.022 0.328 -0.195 0.447
H 0.65157 -1.18993 1.58571 0.144 -0.105 -0.249 0.314
H -0.06323 -1.96373 0.15670 0.278 0.079 0.042 0.339
C -3.41561 1.87691 -0.64593 0.117 -0.255 0.265 -1.826
C -2.64936 1.15276 0.47778 0.721 -0.861 0.521 1.524
C -1.81482 2.11168 1.28672 -1.472 0.689 0.075 -1.508
C -3.23937 0.14982 1.46730 0.650 -1.479 -0.476 0.318
C -2.42774 -0.47982 2.48216 -0.605 -0.019 0.087 -0.084
C -2.86525 -1.67599 3.09071 -0.644 0.462 -0.545 -0.773
C -4.09260 -2.24038 2.65123 0.499 -0.161 -0.692 -0.338
C -4.79107 -1.73196 1.53453 0.865 0.555 0.781 -0.695
C -4.33072 -0.53812 0.96243 -0.341 -0.431 0.731 -0.299
H -3.75365 1.19262 -1.43470 0.213 0.169 0.157 0.427
H -4.26187 2.49763 -0.38815 -0.289 0.060 0.544 0.371
H -2.66213 2.56387 -1.04011 -0.180 -0.093 -0.415 0.446
H -1.23192 1.67042 2.07019 0.513 -0.166 0.052 0.309
H -1.26848 2.77203 0.65902 0.838 0.612 -0.388 0.426
H -2.58741 2.71077 1.79151 0.414 0.244 0.115 0.372
H -1.44111 -0.08270 2.80519 -0.945 -0.167 -0.338 0.143
H -2.26155 -2.19100 3.87826 -0.648 0.634 -0.782 0.338
H -4.40663 -3.18702 3.07730 -0.087 0.130 0.084 0.344
H -5.64597 -2.23746 1.09684 0.098 -0.060 0.267 0.392
H -4.74992 -0.11674 0.05936 -0.472 -0.231 0.066 0.310
```
Positions in Å, forces in eV/Å.



[3]
Molecular formula: C18H34BBrNO4
Method: DFT, wB97M-V/def2-TZVPD

Properties
charge	-1
Kohn-Sham gap	0.2690	Ha
molecular weight	419.2	g/mol
E_LUMO	2.596	eV
E	-3660.92252	Ha
HOMO	-0.17362	Eh

XYZ file:
```
59
Properties=species:S:1:pos:R:3:forces:R:3:mulliken_charge:R:1
C 2.69435 0.22308 2.12489 -0.069 0.084 -0.103 -1.249
C 2.74637 -0.66825 0.88502 0.290 -0.025 -0.012 -0.001
C 2.44517 -2.14625 1.10355 -0.303 0.088 -0.151 -0.204
Br 3.75389 -2.92410 2.36806 0.124 -0.030 0.051 -0.315
B 0.92166 -2.45743 1.55549 -0.018 -0.337 0.292 0.824
O 0.62807 -3.90363 1.80394 0.013 0.173 -0.096 -0.671
C -0.76081 -3.95049 1.68991 0.012 -0.116 -0.028 -0.694
C -1.13829 -2.90082 0.60568 0.513 0.094 -0.144 -0.164
C -2.24804 -1.92467 0.93702 -0.185 -0.097 -0.186 0.886
C -2.63579 -1.56002 2.21952 0.087 0.000 0.147 -0.263
C -3.63865 -0.61541 2.38787 0.051 -0.041 0.083 -0.640
N -4.28230 -0.01914 1.38771 -0.054 0.063 0.012 -0.409
C -3.90497 -0.36524 0.15530 -0.061 0.070 -0.146 -0.210
C -2.91331 -1.29128 -0.11192 0.000 -0.041 0.020 -0.743
O 0.04834 -2.16729 0.37370 -0.297 0.106 0.126 -0.545
H 2.93199 1.25595 1.84422 -0.006 -0.076 0.047 0.384
H 3.42919 -0.10394 2.86664 -0.121 0.022 -0.037 0.300
H 1.70289 0.21464 2.58275 0.112 -0.066 0.002 0.331
H 2.00659 -0.32449 0.15106 0.024 -0.022 0.057 0.298
H 3.73425 -0.55434 0.42076 -0.099 0.008 -0.035 -0.076
H 2.64022 -2.68785 0.17354 0.068 0.000 0.115 0.290
H 0.55249 -1.81588 2.55821 0.085 0.087 -0.081 -0.341
H -1.08854 -4.95066 1.37883 0.017 0.026 0.087 0.292
H -1.23900 -3.71937 2.65477 -0.022 -0.042 -0.072 0.220
H -1.39672 -3.42102 -0.32908 -0.149 0.101 0.060 0.331
H -2.15340 -1.98639 3.09092 -0.043 0.067 -0.097 0.261
H -3.93766 -0.32765 3.39401 -0.005 0.003 -0.091 0.344
H -4.43021 0.12698 -0.66284 0.045 -0.025 0.087 0.392
H -2.64501 -1.51959 -1.13810 -0.020 0.000 0.056 0.366
C -6.09132 3.09675 0.63453 -0.085 -0.126 -0.045 -1.040
C -5.25744 3.31129 -0.61519 0.054 0.042 0.065 -0.445
O -5.70217 2.57468 -1.74524 0.035 -0.006 -0.045 -0.409
C -7.02169 2.83549 -2.17516 -0.051 -0.040 -0.007 -0.350
C -7.27065 4.27746 -2.58735 0.050 0.025 0.011 -1.032
H -6.11237 2.03683 0.89179 0.042 0.012 0.044 0.280
H -5.64701 3.64055 1.46894 0.028 -0.012 0.003 0.382
H -7.11766 3.45070 0.51514 0.025 0.058 -0.005 0.323
H -4.24102 2.95978 -0.43978 -0.006 -0.017 0.004 0.380
H -5.19133 4.37922 -0.85773 -0.029 -0.007 -0.023 0.346
H -7.74694 2.52936 -1.41189 0.015 0.026 0.021 0.310
H -7.16949 2.17876 -3.03356 -0.004 -0.005 0.004 0.333
H -7.15755 4.96761 -1.75043 -0.030 -0.011 0.012 0.266
H -8.28784 4.38282 -2.96818 -0.001 -0.011 -0.017 0.389
H -6.57297 4.57697 -3.37083 -0.001 0.002 0.000 0.281
C 8.15969 0.44276 -0.13972 -0.004 0.014 -0.047 -1.163
C 6.85879 -0.34326 -0.11221 -0.023 -0.012 0.077 -0.251
O 5.88894 0.12791 -1.03020 -0.004 0.074 0.003 -0.415
C 6.23505 0.06032 -2.39716 -0.012 -0.013 -0.052 -0.331
C 6.51223 -1.34755 -2.89862 -0.005 -0.031 0.043 -1.069
H 7.96979 1.50046 0.04936 -0.001 -0.002 0.005 0.309
H 8.83275 0.06703 0.63239 -0.007 0.007 0.018 0.391
H 8.67504 0.35699 -1.09813 0.013 -0.035 0.013 0.276
H 6.38701 -0.24390 0.86516 -0.029 -0.027 -0.009 0.322
H 7.04750 -1.41200 -0.26001 0.015 0.010 -0.031 0.344
H 7.08527 0.71843 -2.61964 0.020 -0.024 0.024 0.302
H 5.37089 0.47067 -2.92085 0.003 0.007 -0.001 0.330
H 7.38495 -1.79071 -2.41705 0.020 0.020 -0.023 0.271
H 6.70149 -1.32705 -3.97330 -0.018 0.006 -0.008 0.400
H 5.65524 -1.99387 -2.70653 0.000 0.000 0.004 0.275
```
Positions in Å, forces in eV/Å.



[4]
Molecular formula: C18H34FN2O5
Method: DFT, wB97M-V/def2-TZVPD

Properties
charge	+1
Kohn-Sham gap	0.2319	Ha
molecular weight	377.5	g/mol
E_LUMO	-4.471	eV
E	-1291.39166	Ha
HOMO	-0.39621	Eh

XYZ file:
```
60
Properties=species:S:1:pos:R:3:forces:R:3:mulliken_charge:R:1
F -0.10231 4.99555 1.67612 1.793 -5.387 -1.827 -0.199
C 0.30417 3.64414 1.21055 -0.022 -0.983 -0.416 0.049
N -0.21484 3.03360 -0.07603 4.793 -2.255 5.913 0.024
C 0.43362 1.65921 -0.08550 1.906 -0.009 3.033 -0.310
C 1.39307 1.40441 1.21879 -4.618 4.097 -3.931 -0.088
N 1.23461 2.71519 1.95858 -2.923 -0.260 -4.274 0.097
H -0.86320 3.43985 -0.78673 0.792 -0.300 1.041 0.297
H 0.24264 0.85241 -0.92966 0.282 2.165 1.945 0.353
H 2.00325 0.44914 1.51042 -1.266 2.403 -0.493 0.348
H 1.69958 2.89350 2.87529 -0.814 0.319 -1.100 0.288
C -2.17010 0.34561 2.12350 0.256 0.180 -0.272 -0.533
C -2.58531 -0.81667 1.26158 0.424 -0.363 -1.168 0.807
O -2.07087 -1.01165 0.16150 -0.458 0.612 1.251 -0.561
C -3.65406 -1.73112 1.79772 0.070 -0.258 -0.458 -1.209
H -1.39124 0.91871 1.60923 -0.194 -0.165 0.112 -0.218
H -3.02657 1.00073 2.30145 0.048 -0.125 0.265 0.370
H -1.76716 -0.02005 3.07124 -0.241 0.126 0.071 0.387
H -4.57664 -1.16847 1.96114 0.096 -0.046 0.216 0.341
H -3.31718 -2.18928 2.73102 -0.166 0.165 0.057 0.352
H -3.85176 -2.52453 1.06911 0.061 0.192 0.159 0.300
C -1.32382 -3.65787 -1.34030 -0.214 -0.347 0.144 -0.837
C -1.84090 -4.17827 -2.65485 -0.656 -1.288 -0.068 0.923
O -2.42928 -5.25591 -2.72799 0.687 1.265 0.094 -0.605
C -1.61037 -3.32919 -3.87623 -0.186 -0.208 -0.281 -1.085
H -1.56196 -4.37478 -0.54729 0.040 0.104 -0.185 0.301
H -0.23864 -3.53801 -1.38923 -0.050 0.175 -0.052 0.312
H -1.80192 -2.70386 -1.10454 0.267 -0.089 -0.088 0.118
H -0.53792 -3.19471 -4.03810 -0.081 0.096 0.078 0.253
H -2.10125 -2.36048 -3.75339 0.141 0.036 0.041 0.406
H -2.03698 -3.82979 -4.75195 0.081 0.098 0.202 0.285
C 2.51309 -6.35208 -5.65887 0.300 0.475 0.025 -1.190
C 1.36146 -5.78266 -4.87419 -0.033 1.194 0.460 0.826
O 1.38352 -4.62613 -4.45610 0.033 -1.241 -0.430 -0.552
C 0.18189 -6.68288 -4.62102 -0.219 0.452 0.274 -0.649
H 3.29253 -5.58988 -5.76415 -0.184 -0.163 0.029 0.313
H 2.93342 -7.21166 -5.13083 -0.125 -0.083 -0.186 0.324
H 2.17432 -6.64595 -6.65544 0.033 -0.199 0.126 0.320
H 0.49842 -7.55720 -4.04673 -0.041 -0.078 -0.219 0.343
H -0.26072 -6.99152 -5.57143 0.110 -0.191 0.085 0.305
H -0.57266 -6.13845 -4.04334 0.156 -0.215 -0.163 -0.050
C 6.03477 2.81424 -0.41623 -0.105 -0.459 -0.200 -1.181
C 4.54534 2.87907 -0.20743 -0.550 -1.190 -0.493 0.837
O 3.81399 1.94450 -0.53079 0.669 1.084 0.483 -0.527
C 3.98546 4.13138 0.41235 -0.449 -0.101 -0.021 -0.649
H 6.29585 1.85292 -0.87148 -0.094 0.234 0.109 0.319
H 6.35104 3.61658 -1.08749 0.075 0.056 0.219 0.342
H 6.54852 2.89720 0.54475 0.044 0.212 -0.110 0.328
H 4.21045 4.99240 -0.22205 0.127 0.012 0.219 0.386
H 4.40799 4.27302 1.41027 0.130 0.196 -0.132 0.316
H 2.89806 4.03687 0.50227 0.291 0.060 -0.117 -0.129
C -3.62277 5.30369 5.52324 -0.296 -0.350 0.099 -1.124
C -2.61627 4.27028 5.09288 -0.611 -1.614 0.149 0.780
O -2.88372 3.06996 5.11621 0.481 1.494 -0.168 -0.557
C -1.27011 4.76227 4.63280 0.215 -0.300 -0.108 -0.782
H -4.54791 4.80373 5.82936 0.250 0.093 -0.081 0.306
H -3.23351 5.87004 6.37301 -0.003 0.147 -0.182 0.341
H -3.84669 5.97388 4.68958 0.121 0.137 0.152 0.324
H -0.77606 5.30450 5.44294 -0.056 0.147 -0.167 0.377
H -1.38925 5.40840 3.75944 0.033 0.155 0.240 0.264
H -0.64707 3.90610 4.35304 -0.151 0.087 0.099 0.072
```
Positions in Å, forces in eV/Å.